[1]
Entry from the Open Molecules 2025 dataset: a 5-piece molecular cluster, C36H80ClN4 overall (ωB97M-V with the def2-TZVPD basis set).

The geometry in XYZ format:
```
121
Properties=species:S:1:pos:R:3:forces:R:3:mulliken_charge:R:1
C 4.803105 0.678672 5.228424 0.48 -1.56 0.15 -1.422
C 4.946475 1.639999 6.389922 -1.29 0.28 -0.35 -0.024
C 4.061647 1.105047 7.556882 1.65 -1.09 1.02 -0.987
N 4.178232 1.809598 8.899501 -0.52 0.59 0.38 0.137
C 3.255822 1.086558 9.929255 0.48 0.77 0.10 -0.547
C 3.148924 1.850812 11.271750 -1.33 -0.20 -0.36 -0.788
C 2.524685 3.225884 10.980953 1.34 -0.65 0.37 -0.626
C 3.441905 3.943301 10.019832 -0.45 0.77 -0.92 -0.649
C 3.736488 3.297684 8.656385 1.05 -1.16 1.35 -0.638
C 5.604987 1.738886 9.410667 0.77 1.29 -1.49 -1.019
H 5.649726 0.682078 4.541882 -0.20 0.58 -0.14 0.372
H 3.861094 0.715921 4.681310 0.10 0.23 0.07 0.354
H 4.894327 -0.318978 5.657913 -0.25 -0.37 -0.15 0.352
H 4.557705 2.578496 5.994741 0.08 0.39 0.51 0.278
H 6.011297 1.772806 6.581257 -0.20 -0.10 0.59 0.351
H 4.384702 0.124384 7.906233 0.54 -0.42 -0.79 0.531
H 3.022753 0.865141 7.330549 -0.18 0.98 -0.24 0.371
H 2.297173 1.079815 9.410568 -0.15 -0.24 0.31 0.405
H 3.653677 0.078449 10.045624 -0.04 0.03 -0.17 0.466
H 2.473307 1.389639 11.992134 -0.36 -0.80 -0.57 0.374
H 4.028746 1.856046 11.915173 0.57 0.44 -0.69 0.371
H 1.510223 3.162344 10.587324 -0.05 -0.21 0.15 0.300
H 2.534039 3.743099 11.940376 -0.35 0.37 -0.22 0.341
H 2.962031 4.894038 9.787690 0.52 0.39 0.08 0.354
H 4.404017 4.080631 10.513374 -0.04 0.42 -0.03 0.348
H 2.994438 3.307749 7.858047 -0.44 -0.20 0.52 0.445
H 4.625451 3.758292 8.225455 -0.08 0.08 0.01 0.391
H 5.790722 2.204153 10.378720 -0.64 -0.42 0.05 0.351
H 6.172474 2.351721 8.710318 0.00 0.28 0.05 0.436
H 6.131831 0.794268 9.275730 -0.92 -0.50 0.44 0.371
C 3.802623 -10.400514 -6.351057 1.04 0.33 0.01 -1.483
C 2.713856 -9.486451 -5.751101 0.11 0.17 -0.22 -0.196
C 2.188884 -8.466939 -6.837859 -1.27 -1.25 0.51 -0.646
N 1.086917 -7.444982 -6.396741 -0.55 1.40 -0.77 0.044
C 1.627883 -6.525135 -5.282263 -0.54 -1.22 -1.18 -0.777
C 0.694735 -5.379214 -4.977816 0.32 -0.14 0.20 -0.702
C 0.412118 -4.481479 -6.154010 0.67 0.23 -0.17 -0.600
C -0.038478 -5.226365 -7.397917 -0.46 -1.24 -0.26 -0.678
C 0.676171 -6.597674 -7.726278 1.27 0.61 1.80 -0.692
C -0.235885 -8.126142 -5.927270 1.14 -0.88 -1.49 -0.936
H 3.497938 -10.925629 -7.256332 -0.14 0.06 0.10 0.347
H 4.272903 -11.119994 -5.680770 -1.08 -0.39 0.52 0.414
H 4.752342 -9.903058 -6.547701 -0.28 0.85 -0.65 0.376
H 3.083125 -8.952082 -4.875778 0.42 0.21 -0.20 0.300
H 1.980047 -10.151484 -5.295732 -0.64 0.19 -0.53 0.308
H 1.691432 -8.977188 -7.662656 -0.10 -0.50 0.15 0.474
H 3.030321 -8.011131 -7.359716 -0.06 0.83 0.63 0.335
H 2.598064 -6.137791 -5.593449 0.03 -0.14 -0.20 0.403
H 1.782725 -7.271231 -4.502871 -0.02 0.63 0.51 0.564
H 1.288604 -4.824522 -4.251361 -0.71 0.19 0.53 0.372
H -0.288719 -5.695790 -4.630387 0.33 -0.22 0.71 0.312
H 1.276684 -3.856916 -6.378878 0.24 -0.12 -0.06 0.349
H -0.361688 -3.772897 -5.858647 -0.08 -0.03 -0.10 0.311
H 0.114687 -4.527061 -8.219883 -0.12 -0.46 -0.38 0.363
H -1.108133 -5.422315 -7.323363 -0.09 0.03 -0.08 0.359
H 1.626146 -6.356643 -8.203263 0.13 -0.20 0.12 0.434
H 0.169149 -7.325642 -8.359616 -0.34 0.38 0.13 0.502
H -0.069685 -8.822096 -5.105008 0.20 0.35 0.03 0.340
H -0.493990 -8.702878 -6.815439 -0.10 -0.38 0.20 0.418
H -1.118900 -7.507723 -5.766151 0.74 0.66 0.22 0.384
C -3.212626 1.124929 -3.699918 0.32 2.02 0.26 -1.270
C -2.431544 2.377969 -4.137541 0.40 -0.52 -1.33 -0.259
C -1.357823 1.890568 -5.101459 0.67 2.03 -0.92 -0.841
N -0.480085 3.087548 -5.734967 0.26 -0.90 0.49 -0.167
C 0.442886 2.459409 -6.870466 -0.29 0.54 0.30 -0.693
C -0.249803 2.140316 -8.219633 -1.63 1.10 1.39 -0.556
C -1.131086 3.354741 -8.716580 -0.20 0.09 0.65 -0.826
C -2.107679 3.896382 -7.547360 1.50 -1.16 -1.03 -0.545
C -1.268972 4.301546 -6.351000 0.07 -1.79 0.83 -0.662
C 0.508246 3.585926 -4.625182 -0.47 -1.01 -1.64 -0.937
H -3.778247 0.698663 -4.528454 0.20 -0.27 0.23 0.333
H -3.876705 1.640259 -3.005995 -0.48 -1.16 0.43 0.368
H -2.465749 0.493385 -3.218858 -0.66 -0.50 0.10 0.375
H -2.036840 2.890531 -3.260277 0.24 -0.11 -0.07 0.347
H -3.082800 3.078779 -4.659871 -0.15 -0.01 0.05 0.300
H -1.769083 1.393366 -5.979956 -0.24 0.01 0.19 0.329
H -0.661532 1.204790 -4.618773 0.24 0.23 -0.04 0.511
H 0.936173 1.591377 -6.433096 -0.27 -0.07 0.14 0.439
H 1.230914 3.203155 -6.988594 -0.07 0.11 -0.24 0.460
H -0.981870 1.345368 -8.077438 -0.02 -0.25 0.32 0.273
H 0.424862 1.693069 -8.949636 0.33 0.67 0.03 0.436
H -1.674574 2.945361 -9.568129 -0.28 0.43 0.03 0.414
H -0.527324 4.192675 -9.065062 0.14 -0.07 -0.06 0.356
H -2.814856 3.087870 -7.362147 0.06 -0.11 0.58 0.250
H -2.756080 4.759860 -7.695949 0.31 0.09 -1.00 0.412
H -1.950166 4.714844 -5.607180 0.48 -0.05 0.38 0.449
H -0.477760 5.014375 -6.583297 -0.19 0.07 -0.17 0.492
H 1.108815 2.706129 -4.394181 0.18 0.18 0.07 0.445
H 0.045480 3.918740 -3.696100 -0.34 0.21 -0.50 0.292
H 1.103353 4.329116 -5.155863 0.07 0.15 0.61 0.466
C -7.661223 0.799806 3.665268 -0.65 -1.27 0.83 -1.526
C -6.436753 1.438397 3.090866 1.08 -0.12 0.64 -0.039
C -5.624366 2.246287 4.199258 -0.91 -0.53 -2.17 -0.770
N -4.376464 2.921668 3.576119 -0.52 0.08 2.16 0.234
C -3.422195 1.899771 2.965143 -0.48 -0.34 -0.44 -0.732
C -2.044617 2.448376 2.740776 1.23 0.69 0.19 -0.925
C -1.438741 3.016402 4.047533 -0.29 -0.11 -1.10 -0.644
C -2.343999 4.159970 4.517358 0.48 -1.00 0.42 -0.699
C -3.746332 3.675212 4.783141 0.12 0.80 -0.31 -0.606
C -4.769022 3.951341 2.527213 0.73 -0.45 1.22 -1.029
H -7.544700 -0.026458 4.366552 1.07 0.43 0.86 0.373
H -8.159921 0.122389 2.972082 -0.59 1.08 -0.84 0.396
H -8.282373 1.539993 4.169651 -0.47 -0.20 -0.42 0.351
H -6.771017 2.048849 2.251982 0.14 0.62 0.29 0.284
H -5.831321 0.679570 2.595154 0.30 -0.12 0.33 0.287
H -5.338497 1.694688 5.094865 0.39 -0.55 -0.54 0.389
H -6.316614 2.980404 4.611524 0.32 0.64 -0.34 0.508
H -3.392116 0.957011 3.511408 -0.06 0.42 0.93 0.434
H -3.860945 1.531044 2.037968 -0.16 0.58 -0.21 0.533
H -1.408654 1.654998 2.348099 -0.10 -0.15 0.03 0.462
H -1.988250 3.236848 1.990285 -0.40 0.00 -0.21 0.304
H -1.350547 2.129975 4.675680 -0.14 0.41 0.82 0.297
H -0.433836 3.411735 3.899325 0.00 -0.19 -0.23 0.402
H -1.966178 4.566233 5.455593 -0.08 0.19 0.00 0.377
H -2.368123 4.970945 3.789465 0.29 -0.02 -0.06 0.316
H -3.790771 3.132561 5.727423 -0.08 -0.75 -0.50 0.461
H -4.323346 4.578195 4.982619 -0.61 -0.21 -0.34 0.359
H -3.879971 4.565386 2.383578 -0.09 -0.27 -0.60 0.506
H -5.485984 4.620831 3.002453 -0.43 -0.35 -0.41 0.306
H -5.087015 3.371363 1.660836 -0.12 0.67 -0.01 0.389
Cl 2.422483 -0.542401 -0.974925 -0.30 0.14 -0.12 -0.988
```
Positions in Å, forces in eV/Å.

## Properties
**Total charge**: +3
**HOMO**: -10.235 eV
**E_LUMO**: -0.1788 Ha
**Electronic energy**: -2097.90068 hartree

---

[2]
Entry from the Open Molecules 2025 dataset: C36H80F4N6NaO8S4 as an isolated structure (ωB97M-V with the def2-TZVPD basis set).

The geometry in XYZ format:
```
139
Properties=species:S:1:pos:R:3:forces:R:3:lowdin_spin:R:1
Na -0.809821 -2.481346 2.101592 0.11 0.29 -0.18 0.000
C -0.652801 0.299804 -5.903018 0.50 0.27 0.59 0.000
C -0.404141 -0.513936 -4.634128 0.46 -0.34 0.89 0.000
C -0.282041 -2.021786 -4.886518 0.55 0.97 0.51 0.000
N -0.008021 -2.844636 -3.608978 0.05 -0.96 1.13 0.000
C 1.509899 -2.656096 -3.035328 -1.27 -0.48 0.50 0.000
C 2.656309 -3.342976 -3.776488 -1.17 -0.76 -2.08 0.000
C 2.182269 -4.753656 -4.229798 1.31 -0.87 1.50 0.000
C 0.890289 -4.858746 -4.943168 -2.76 0.36 1.06 0.000
C -0.283801 -4.372136 -3.958568 1.11 2.17 -1.80 0.000
C -1.041871 -2.519766 -2.456128 1.01 0.15 -1.21 0.000
H 0.029149 0.026904 -6.708358 -0.18 -0.34 -0.10 0.000
H -0.318491 1.301294 -5.632168 -0.53 0.27 -0.26 0.000
H -1.689401 0.299894 -6.240008 0.16 -0.01 0.00 0.000
H -1.091531 -0.296606 -3.816588 -0.68 -0.06 -0.49 0.000
H 0.499199 -0.141286 -4.151208 0.58 -0.14 -0.35 0.000
H 0.567149 -2.168876 -5.553858 -0.01 -0.24 0.11 0.000
H -1.174201 -2.356636 -5.415688 -0.09 -0.45 0.42 0.000
H 1.637199 -1.595996 -2.816048 -0.11 -0.02 -0.28 0.000
H 1.446259 -3.189066 -2.086648 -0.25 0.14 0.21 0.000
H 2.950809 -2.824636 -4.689018 -0.18 0.39 -0.06 0.000
H 3.594259 -3.430816 -3.228178 -0.42 0.14 0.62 0.000
H 2.982799 -5.351426 -4.665598 0.11 0.55 -0.73 0.000
H 2.024149 -5.391366 -3.360068 0.01 0.21 0.72 0.000
H 0.817679 -4.316566 -5.885978 0.00 -0.14 0.01 0.000
H 0.584749 -5.895266 -5.085878 0.47 -0.11 -0.46 0.000
H -1.233931 -4.231136 -4.473798 0.02 -0.66 -0.15 0.000
H -0.478971 -4.956446 -3.059358 0.65 0.09 0.03 0.000
H -2.049561 -2.483176 -2.870068 0.17 0.04 -0.30 0.000
H -0.820031 -1.551496 -2.007428 0.11 -0.11 -0.10 0.000
H -1.024201 -3.326416 -1.723258 0.37 0.04 -0.11 0.000
C -7.995401 -1.395146 6.401192 -0.79 0.44 0.08 0.000
C -6.935941 -1.341306 5.301002 -1.26 0.21 -0.75 0.000
C -7.220061 -0.279326 4.179112 1.02 -1.58 1.23 0.000
N -5.914611 -0.099806 3.414472 2.49 2.18 -0.83 0.000
C -6.252181 0.843714 2.240512 0.53 0.58 -0.47 0.000
C -7.022541 0.235074 1.089622 -0.63 -1.54 0.24 0.000
C -6.380411 -1.122606 0.608342 0.54 1.86 1.21 0.000
C -6.053711 -2.032956 1.788812 0.57 -0.23 0.96 0.000
C -5.145401 -1.351726 2.877122 -2.48 -0.31 -0.64 0.000
C -4.799501 0.695494 4.191472 -0.73 -0.13 -0.52 0.000
H -8.850611 -2.026416 6.159942 0.29 -0.37 -0.26 0.000
H -8.500791 -0.438976 6.536902 0.40 0.33 0.31 0.000
H -7.609871 -1.742606 7.359702 0.09 0.12 -0.14 0.000
H -6.977051 -2.321856 4.826722 0.59 -0.07 -0.06 0.000
H -5.946831 -1.141546 5.713132 -0.06 -0.11 0.04 0.000
H -7.539611 0.673584 4.600952 0.52 0.19 -0.03 0.000
H -7.994491 -0.544486 3.459352 0.19 -0.38 0.11 0.000
H -6.794511 1.708394 2.622992 -0.22 -0.27 0.46 0.000
H -5.335401 1.308794 1.878122 0.39 -0.52 0.02 0.000
H -8.052161 0.111284 1.425292 -0.18 -0.24 -0.19 0.000
H -7.080521 0.946574 0.265902 0.21 0.03 0.07 0.000
H -6.950931 -1.629926 -0.169618 0.16 0.20 0.06 0.000
H -5.418401 -0.731506 0.277142 0.12 -0.57 -0.87 0.000
H -6.961921 -2.449546 2.224362 0.02 -0.02 0.20 0.000
H -5.443341 -2.878916 1.472712 -0.20 -0.21 -0.29 0.000
H -4.878241 -1.973246 3.731782 -0.61 -0.11 0.04 0.000
H -4.189901 -1.142576 2.396112 -0.33 1.15 0.08 0.000
H -5.175801 1.671934 4.496532 -0.30 -0.26 0.20 0.000
H -3.998381 0.896764 3.480282 -0.17 -0.17 -0.21 0.000
H -4.343641 0.156344 5.021902 -0.61 -0.20 0.02 0.000
C 3.461639 3.342004 1.971842 -1.35 -1.14 -1.28 0.000
C 2.287409 3.436274 2.969302 -0.48 0.73 1.47 0.000
C 0.876849 4.051264 2.570922 1.06 -0.08 0.48 0.000
N -0.128881 4.306724 3.743332 0.93 -0.33 2.57 0.000
C -1.298991 5.160824 3.218782 0.18 -1.83 -0.56 0.000
C -2.456251 5.283674 4.170262 -0.36 1.26 0.07 0.000
C -3.081921 4.065234 4.774872 1.80 -1.67 -0.77 0.000
C -1.940661 3.086514 5.233712 -0.21 1.08 1.06 0.000
C -0.695141 2.945894 4.297542 -1.28 0.60 -1.07 0.000
C 0.589309 5.034294 4.958652 0.01 0.52 -1.80 0.000
H 3.043599 3.413804 0.967752 0.32 0.78 -0.30 0.000
H 3.809829 2.311694 1.898832 0.23 -0.07 0.59 0.000
H 4.319579 3.989754 2.151992 -0.46 0.15 -0.04 0.000
H 2.734439 4.081544 3.725532 -0.50 -0.02 0.46 0.000
H 2.084539 2.484584 3.460472 0.20 -0.11 -0.13 0.000
H 0.355569 3.389524 1.879202 -0.03 0.29 -0.02 0.000
H 1.069439 5.037534 2.148662 -0.33 -0.01 -0.17 0.000
H -1.574411 4.557804 2.353562 -0.27 0.27 -0.32 0.000
H -0.985511 6.148324 2.880162 0.49 -0.21 0.17 0.000
H -3.270021 5.750984 3.615752 0.25 0.55 -0.14 0.000
H -2.145401 5.992254 4.937972 -0.30 0.03 0.24 0.000
H -3.597141 3.489014 4.006352 -0.48 0.33 -0.22 0.000
H -3.784721 4.379024 5.546682 0.21 -0.42 0.15 0.000
H -2.399691 2.123484 5.457242 0.36 -0.36 -0.40 0.000
H -1.665441 3.426894 6.231952 0.58 0.07 0.03 0.000
H -0.996881 2.416724 3.393652 -0.18 0.06 -0.24 0.000
H 0.089889 2.313734 4.712512 0.19 0.64 0.30 0.000
H -0.034561 5.824864 5.375652 -0.32 -0.51 0.03 0.000
H 1.406819 5.569744 4.475862 0.11 -0.07 0.24 0.000
H 0.988049 4.371134 5.726322 -0.33 -0.20 -0.35 0.000
C 4.439759 -0.156706 -0.503808 2.03 -0.08 0.07 0.000
C 6.058169 -0.177416 -0.610838 -0.82 -0.36 0.18 0.000
C 6.563109 -0.652346 -2.002348 -0.45 0.40 0.59 0.000
N 8.065619 -0.866056 -2.218658 -0.72 0.09 0.54 0.000
C 8.561069 -2.049236 -1.270038 1.83 0.82 -0.18 0.000
C 10.108569 -2.460366 -1.516168 -2.36 -0.01 -1.46 0.000
C 10.270589 -2.883226 -3.041768 -1.09 2.17 0.94 0.000
C 9.760159 -1.690046 -3.966418 -1.63 -1.10 0.16 0.000
C 8.218749 -1.248776 -3.686418 2.58 -0.37 0.29 0.000
C 8.884049 0.471484 -2.041358 -0.61 -1.45 0.38 0.000
H 4.001619 -1.154256 -0.471658 0.16 -0.03 -0.35 0.000
H 4.020919 0.449254 -1.307228 -0.05 -0.14 -0.05 0.000
H 4.165849 0.309764 0.442492 0.13 0.09 -0.03 0.000
H 6.505899 -0.844116 0.126142 -0.48 -0.31 0.16 0.000
H 6.402249 0.790424 -0.246178 0.13 0.28 -0.74 0.000
H 6.185179 -0.006036 -2.794528 0.36 0.30 -0.03 0.000
H 6.083619 -1.611476 -2.197928 0.23 -0.22 0.05 0.000
H 7.918719 -2.928896 -1.311198 -0.23 0.20 -0.95 0.000
H 8.421429 -1.716716 -0.241428 0.23 0.46 -0.14 0.000
H 10.230329 -3.371886 -0.931008 0.32 0.33 0.34 0.000
H 10.744649 -1.637426 -1.190188 0.18 -0.31 -0.01 0.000
H 9.605379 -3.739406 -3.153838 0.24 -0.16 -0.34 0.000
H 11.308099 -3.139576 -3.256148 -0.20 -0.03 -0.12 0.000
H 9.671269 -2.023456 -5.000358 0.43 -0.12 -0.07 0.000
H 10.456429 -0.851416 -3.968618 -0.22 0.03 0.13 0.000
H 7.507359 -2.021096 -3.978898 0.20 -0.37 0.56 0.000
H 7.940249 -0.399846 -4.310808 0.25 0.27 0.27 0.000
H 9.908719 0.162554 -2.248028 -0.21 0.61 -0.11 0.000
H 8.816159 0.897034 -1.040168 -0.14 -0.58 0.15 0.000
H 8.459439 1.221434 -2.708738 0.24 -0.35 -0.32 0.000
N -0.748911 -0.463666 0.646732 5.15 -0.88 0.42 0.000
S -1.691351 0.595264 0.171482 -7.55 5.69 -2.19 0.000
O -1.982151 0.627304 -1.260218 0.68 -0.63 2.43 0.001
O -1.674791 1.922544 0.821882 0.68 -2.65 -0.88 0.000
F -3.011561 -0.069896 0.890712 0.50 -0.03 -0.52 0.000
S 0.700889 0.396114 0.265002 2.93 -0.68 2.17 0.000
O 1.101219 1.321484 1.296302 -0.81 -1.38 -0.88 0.000
O 0.922409 0.755724 -1.085068 -0.71 -0.37 -0.21 0.000
F 1.666349 -0.872956 0.500122 -0.81 0.22 0.02 0.000
N -5.623321 0.149284 -4.379068 -3.82 1.24 -0.49 0.455
S -6.779921 1.120294 -3.599718 -7.34 4.70 -2.67 -0.007
O -6.576781 2.575314 -3.760758 0.05 -4.24 0.52 0.051
O -7.251331 0.580544 -2.341708 1.28 0.23 -1.82 0.034
F -7.931101 0.821044 -4.729638 1.80 0.00 2.06 -0.004
S -4.647251 0.378674 -3.271118 11.54 -0.36 -0.37 -0.015
O -4.548661 -0.401576 -2.127548 -1.59 -0.95 2.37 0.127
O -4.100871 1.730094 -3.224728 -1.65 -0.49 0.40 0.369
F -3.414721 -0.281936 -4.093998 -0.43 -0.20 -0.03 -0.009
```
Positions in Å, forces in eV/Å.

## Properties
**2S+1**: 2
**Total charge**: +4
**HOMO (spin up / spin down)**: -18.711 / -18.711 eV
**E_LUMO (spin up / spin down)**: -0.3599 / -0.4554 Ha
**Electronic energy**: -4503.09245 hartree
**Expectation value of S²**: 0.762